*a*
16
Properties=species:S:1:pos:R:3:nbo_charge:R:1 method="wB97M-V/def2-TZVPD" total_charge=-1 homo_lumo_gap_ha=0.32342
N 0.37 -1.88 -1.47 -0.8996
C -0.29 -2.00 -0.11 0.1231
O 0.20 -1.12 0.80 -0.9080
H 0.09 -1.17 -2.10 0.3463
H 1.29 -1.66 -1.27 0.3339
H -1.42 -1.91 -0.15 0.1167
H -0.15 -3.07 0.19 0.1037
H 2.28 0.32 -0.06 0.4439
H 0.90 -0.06 0.35 0.4908
O 1.52 0.83 0.18 -1.0769
H -0.96 2.92 0.04 0.4830
H 0.58 2.31 -0.42 0.5323
O -0.20 2.91 -0.56 -1.0343
H -1.02 -0.05 1.31 0.5054
H -1.12 1.02 0.40 0.4595
O -1.68 0.71 1.16 -1.0199

=====

*b*
16
Properties=species:S:1:pos:R:3:nbo_charge:R:1 method="wB97M-V/def2-TZVPD" total_charge=-1 homo_lumo_gap_ha=0.31858
N -0.02 0.16 -2.46 -0.8813
C -0.41 -0.61 -1.22 0.1042
O -0.03 0.01 -0.07 -0.9860
H -0.14 1.10 -2.10 0.3438
H 1.01 0.08 -2.49 0.3235
H -1.50 -0.52 -1.35 0.1067
H -0.01 -1.63 -1.35 0.1031
H -1.74 1.54 1.66 0.4439
H -0.49 1.15 0.84 0.5121
O -0.85 1.86 1.49 -1.0262
H -1.32 -0.92 0.86 0.5056
H -1.20 -2.35 1.27 0.4496
O -1.76 -1.58 1.45 -0.9918
H 2.28 -0.43 0.39 0.4954
H 2.62 1.02 0.23 0.4743
O 3.04 0.17 0.40 -0.9768

=====

Which one sits at the bottom of the stability order? *a* does.

=====

*a*
59
Properties=species:S:1:pos:R:3:nbo_charge:R:1 method="wB97M-V/def2-TZVPD" total_charge=0 homo_lumo_gap_ha=0.29203
C -3.32 -1.91 2.21 -0.6158
C -2.36 -2.13 1.05 -0.3992
C -0.90 -1.92 1.43 -0.4091
C -0.59 -0.35 1.42 -0.4159
N -0.42 0.93 -1.16 -0.8337
C 0.71 0.42 -0.53 0.2066
C 0.69 -0.19 0.65 -0.2996
C 1.89 0.46 -1.50 -0.6676
H -2.90 -2.27 3.15 0.2105
H -4.26 -2.46 2.15 0.2192
H -3.56 -0.85 2.27 0.2019
H -2.40 -3.16 0.72 0.1934
H -2.59 -1.57 0.14 0.2067
H -0.65 -2.21 2.45 0.2003
H -0.15 -2.45 0.85 0.2093
H -1.47 0.19 1.09 0.1848
H -0.44 -0.01 2.45 0.1903
H -0.48 0.74 -2.14 0.3676
H -1.33 0.96 -0.75 0.3604
H 1.58 -0.49 1.17 0.1788
H 1.50 1.00 -2.35 0.2104
H 2.60 1.14 -1.04 0.2513
H 2.37 -0.51 -1.59 0.2241
H -1.86 2.46 2.77 0.4874
H -1.71 0.97 2.95 0.4628
O -2.23 1.72 3.28 -0.9569
H 2.73 -1.08 2.27 0.4774
H 4.05 -0.74 2.99 0.4865
O 3.18 -0.39 2.76 -0.9539
H -3.59 1.12 0.45 0.4814
H -3.03 1.29 -0.98 0.4507
O -3.82 1.38 -0.45 -0.9244
H 3.63 -3.17 -0.82 0.4609
H 2.37 -3.54 -1.61 0.4893
O 2.89 -3.78 -0.83 -0.9547
H -1.07 -4.29 1.10 0.4714
H 0.04 -4.64 2.12 0.4680
O -0.75 -4.97 1.70 -0.9377
H 2.85 2.45 3.19 0.4727
H 2.40 1.35 2.20 0.4993
O 2.41 2.31 2.35 -0.9764
H -0.09 3.30 -3.53 0.4990
H -0.18 2.25 -4.78 0.4748
O 0.18 3.06 -4.43 -0.9724
H 0.25 3.05 2.35 0.4980
H 0.29 2.96 0.81 0.5010
O -0.31 3.10 1.56 -0.9977
H -1.10 4.03 -0.56 0.4868
H -0.06 5.02 -0.92 0.4751
O -0.31 4.11 -1.10 -0.9582
H 2.03 -2.50 -4.00 0.4775
H 0.96 -3.58 -3.77 0.4823
O 1.37 -2.81 -3.37 -0.9524
H -2.17 -2.04 -2.20 0.4646
H -3.08 -3.15 -2.58 0.4699
O -2.56 -2.85 -1.83 -0.9304
H 2.70 3.31 -2.23 0.4776
H 3.71 2.45 -3.07 0.4720
O 3.61 3.04 -2.31 -0.9458

=====

*b*
59
Properties=species:S:1:pos:R:3:nbo_charge:R:1 method="wB97M-V/def2-TZVPD" total_charge=0 homo_lumo_gap_ha=0.33100
C -0.98 0.70 0.17 -0.2014
N -1.47 1.34 -1.07 -0.4921
C -1.48 2.81 -1.03 -0.2250
C -0.64 3.30 -2.25 -0.4083
C -0.65 2.08 -3.17 -0.4288
C -0.76 0.86 -2.27 -0.2258
C -2.12 0.50 1.18 -0.4200
C -1.62 0.37 2.62 -0.6085
H -0.18 1.26 0.65 0.2006
H -0.63 -0.28 -0.15 0.1707
H -1.00 3.31 -0.19 0.1956
H -2.51 3.08 -1.23 0.1942
H 0.41 3.37 -1.96 0.1937
H -1.08 4.15 -2.75 0.2254
H 0.15 1.99 -3.92 0.2210
H -1.42 2.08 -3.96 0.2077
H 0.23 0.41 -2.13 0.1854
H -1.34 0.06 -2.73 0.1934
H -2.74 -0.34 0.89 0.1999
H -2.79 1.36 1.16 0.2048
H -0.72 0.96 2.82 0.2010
H -2.31 0.86 3.31 0.2158
H -1.41 -0.65 2.93 0.1982
H -3.11 0.17 -1.61 0.5127
H -4.53 -0.51 -1.14 0.4889
O -3.69 -0.61 -1.59 -1.0046
H 0.65 -3.23 -3.15 0.4751
H 0.11 -2.33 -2.03 0.4956
O 0.66 -2.32 -2.83 -0.9702
H 0.43 -1.59 1.25 0.4873
H 0.98 -1.85 2.72 0.4849
O 1.06 -1.32 1.92 -0.9680
H 2.44 1.81 -1.04 0.4804
H 2.30 0.54 -0.16 0.4968
O 1.94 1.42 -0.32 -0.9707
H 3.17 -2.09 1.95 0.4802
H 3.67 -3.28 1.14 0.4689
O 3.91 -2.70 1.87 -0.9522
H 2.13 3.44 2.54 0.4817
H 1.39 2.28 3.01 0.4549
O 1.45 3.22 3.20 -0.9387
H -2.06 -4.07 1.36 0.4697
H -0.82 -3.98 2.16 0.4646
O -1.43 -4.64 1.83 -0.9326
H -2.11 -1.88 -1.16 0.5089
H -2.44 -3.31 -1.38 0.4853
O -1.68 -2.74 -1.23 -0.9937
H 3.68 0.08 3.73 0.4725
H 2.23 0.08 4.13 0.4612
O 3.05 -0.39 4.28 -0.9322
H -0.15 -4.14 -0.70 0.4808
H 0.55 -4.81 0.52 0.4840
O 0.63 -4.12 -0.14 -0.9677
H 1.65 3.77 0.15 0.4701
H 0.93 4.78 0.97 0.4743
O 1.80 4.62 0.57 -0.9398
H 2.66 -2.04 -2.81 0.4885
H 2.45 -0.64 -2.38 0.4542
O 3.16 -1.26 -2.53 -0.9488

=====

Which one sits at the bottom of the stability order? *a* does.

=====

*a*
47
Properties=species:S:1:pos:R:3:nbo_charge:R:1 method="wB97M-V/def2-TZVPD" total_charge=0 homo_lumo_gap_ha=0.33670
C -2.85 3.44 -0.52 -0.2639
H -3.15 3.24 0.51 0.1955
H -1.86 3.92 -0.50 0.1971
H -3.57 4.08 -1.02 0.1970
O -2.80 2.24 -1.27 -0.5089
C -2.01 1.28 -0.79 0.7947
O -1.36 1.38 0.22 -0.6084
C -2.01 0.03 -1.66 -0.1377
N -1.01 -0.89 -1.17 -0.6415
C 0.29 -0.71 -1.61 0.7930
O 0.55 -0.13 -2.64 -0.6632
N 1.22 -1.33 -0.84 -0.6207
H 0.95 -1.66 0.07 0.3868
C 2.63 -1.09 -1.04 -0.2508
C 3.21 -0.12 -0.05 -0.1190
C 2.44 0.85 0.57 -0.1419
C 2.99 1.74 1.48 -0.2536
C 4.33 1.66 1.77 -0.1957
C 5.13 0.71 1.16 -0.3253
C 4.58 -0.19 0.25 0.3745
O 5.29 -1.16 -0.40 -0.5170
C 6.67 -1.27 -0.15 -0.2510
H 7.21 -0.36 -0.42 0.1769
H 7.01 -2.10 -0.77 0.1998
H 6.87 -1.51 0.91 0.1751
H 6.18 0.67 1.41 0.2162
H 4.78 2.35 2.48 0.2114
H 2.37 2.48 1.95 0.2136
H 1.38 0.92 0.33 0.2166
H 3.18 -2.04 -0.99 0.2143
H 2.73 -0.69 -2.06 0.2501
H -1.13 -1.12 -0.19 0.3940
H -1.71 0.31 -2.67 0.2675
C -3.41 -0.61 -1.68 -0.4181
C -3.88 -0.89 -0.28 -0.0534
C -4.64 0.04 0.41 -0.2118
C -5.02 -0.19 1.72 -0.1996
C -4.65 -1.36 2.36 -0.2158
C -3.91 -2.31 1.67 -0.2217
C -3.53 -2.07 0.36 -0.1725
H -2.95 -2.82 -0.17 0.2067
H -3.63 -3.23 2.16 0.2130
H -4.95 -1.54 3.38 0.2142
H -5.61 0.55 2.25 0.2131
H -4.93 0.96 -0.08 0.2124
H -3.35 -1.54 -2.25 0.2300
H -4.09 0.07 -2.18 0.2280

=====

*b*
47
Properties=species:S:1:pos:R:3:nbo_charge:R:1 method="wB97M-V/def2-TZVPD" total_charge=0 homo_lumo_gap_ha=0.32708
O -1.80 -0.61 1.98 -0.6387
C -1.89 -1.27 0.96 0.7012
N -2.86 -1.00 0.04 -0.4408
C -2.89 -1.53 -1.31 -0.2346
H -3.94 -1.55 -1.62 0.1983
C -2.06 -0.62 -2.24 -0.2450
N -1.90 0.67 -1.59 -0.4220
C -0.65 0.96 -1.11 0.6199
O 0.33 0.36 -1.51 -0.6228
C -0.46 2.04 -0.13 0.1827
C 0.76 2.52 0.28 -0.2394
C 0.49 3.47 1.29 -0.3207
C -0.86 3.50 1.42 0.1195
O -1.45 2.65 0.57 -0.4118
H -1.51 4.07 2.06 0.2049
H 1.21 4.05 1.83 0.2319
H 1.71 2.20 -0.10 0.2574
C -3.15 1.15 -1.06 -0.2417
H -3.07 2.19 -0.76 0.2412
C -3.57 0.26 0.14 -0.2450
H -4.65 0.09 0.13 0.1942
H -3.28 0.72 1.08 0.2537
H -3.88 1.08 -1.87 0.1948
H -1.06 -1.02 -2.41 0.2516
H -2.56 -0.48 -3.20 0.1977
H -2.52 -2.56 -1.33 0.2246
C -0.99 -2.45 0.67 -0.5204
C 0.04 -2.65 1.78 -0.4062
C 1.14 -1.59 1.69 -0.0717
H 0.69 -0.59 1.70 0.1947
O 1.84 -1.81 0.48 -0.5277
C 2.77 -0.90 0.10 0.4099
C 3.33 -1.09 -1.17 -0.2676
C 4.29 -0.23 -1.65 -0.1898
C 4.72 0.84 -0.88 -0.2561
C 4.18 1.03 0.38 -0.1926
C 3.21 0.17 0.87 -0.3418
H 2.80 0.35 1.85 0.2210
H 4.50 1.86 0.99 0.2081
H 5.47 1.52 -1.26 0.2102
H 4.71 -0.39 -2.63 0.2111
H 2.98 -1.92 -1.76 0.2188
H 1.82 -1.69 2.55 0.1754
H -0.44 -2.56 2.75 0.2290
H 0.49 -3.63 1.69 0.2117
H -0.45 -2.28 -0.27 0.2445
H -1.61 -3.35 0.57 0.2284

=====

Which one sits at the bottom of the stability order? *b* does.

=====

*a*
23
Properties=species:S:1:pos:R:3:nbo_charge:R:1 method="wB97M-V/def2-TZVPD" total_charge=+1 homo_lumo_gap_ha=0.39190
C 0.96 0.86 -1.82 -0.6547
C 0.21 0.61 -0.51 -0.0583
C -0.52 -0.70 -0.46 -0.4366
C -0.36 -1.39 0.87 -0.3865
C -0.76 -2.83 0.97 -0.6374
N -0.88 1.79 -0.49 -0.6986
H 1.46 0.10 -2.40 0.2689
H 0.31 1.27 -2.60 0.2041
H 1.76 1.56 -1.61 0.2228
H 0.88 0.92 0.36 0.2898
H -0.32 -1.33 -1.37 0.2361
H -1.64 -0.59 -0.59 0.2023
H -0.75 -0.65 1.64 0.2105
H 0.79 -1.17 1.09 0.1862
H -0.74 -3.38 -0.03 0.2204
H -1.70 -3.06 1.56 0.2333
H -0.11 -3.38 1.54 0.2315
H -1.83 1.59 -0.35 0.4349
H -0.59 2.47 0.22 0.4315
H -0.85 2.15 -1.45 0.4401
H 2.08 1.29 2.22 0.5097
H 1.38 2.36 1.40 0.4708
O 1.24 1.51 1.81 -0.9210

=====

*b*
23
Properties=species:S:1:pos:R:3:nbo_charge:R:1 method="wB97M-V/def2-TZVPD" total_charge=+1 homo_lumo_gap_ha=0.41351
C 0.71 -0.96 0.91 -0.1768
C 0.48 0.50 0.54 -0.4399
C 0.44 0.74 -0.96 -0.2334
C 1.61 0.10 -1.68 -0.6395
C 0.38 2.23 -1.21 -0.6040
N -0.62 -1.75 0.67 -0.7140
H 1.42 -1.60 0.40 0.2325
H 0.85 -1.15 1.98 0.2248
H -0.37 0.90 1.10 0.2339
H 1.35 1.03 0.95 0.2447
H -0.47 0.32 -1.41 0.1903
H 1.48 -0.95 -2.00 0.2093
H 1.66 0.59 -2.67 0.2396
H 2.62 0.19 -1.21 0.2221
H -0.47 2.70 -0.71 0.2207
H 0.30 2.53 -2.25 0.2288
H 1.38 2.57 -0.92 0.2114
H -0.50 -2.63 1.18 0.4295
H -0.94 -2.08 -0.24 0.4355
H -1.36 -1.18 1.12 0.4654
H -3.53 -0.31 2.76 0.5068
H -3.47 -1.26 1.64 0.4765
O -2.95 -0.53 2.01 -0.9640

=====

*c*
23
Properties=species:S:1:pos:R:3:nbo_charge:R:1 method="wB97M-V/def2-TZVPD" total_charge=+1 homo_lumo_gap_ha=0.45345
C 0.08 0.17 -1.91 -0.6670
C 0.75 -0.38 -0.66 -0.0290
C 0.72 0.65 0.47 -0.2497
C 1.60 1.85 0.08 -0.6188
C -0.68 1.04 0.85 -0.6463
N -0.03 -1.67 -0.30 -0.6906
H 0.54 1.08 -2.36 0.2620
H -0.95 0.50 -1.72 0.2234
H 0.12 -0.53 -2.77 0.2344
H 1.77 -0.71 -0.93 0.2298
H 1.17 0.22 1.37 0.2134
H 1.67 2.51 0.98 0.2369
H 1.05 2.48 -0.62 0.2187
H 2.63 1.70 -0.26 0.2367
H -0.61 1.72 1.71 0.2491
H -1.25 0.23 1.36 0.2059
H -1.35 1.45 0.13 0.2273
H -1.00 -1.39 -0.13 0.4712
H 0.45 -1.99 0.54 0.4327
H 0.04 -2.47 -0.92 0.4432
H -2.98 -2.23 1.43 0.5019
H -1.71 -1.97 2.28 0.4905
O -2.03 -2.25 1.40 -0.9757

=====

Which one sits at the bottom of the stability order? *a* does.